[1]
Entry from OMol25: a molecular structure, C5H7N (ωB97M-V with the def2-TZVPD basis set).

Results
Energy relative to the best compared isomer or geometry (same formula, charge and spin) ... 4.211 eV
Multiplicity ... 1
M ... 81.1 g/mol
Orbital gap ... 0.317 hartree
Electronic energy ... -249.3185 Ha

Each line ends with the natural charge from an NBO analysis.
Cartesian coordinates (Å):
1 C -1.620 0.612 0.199  0.029
2 H -0.398 2.354 -0.306  0.230
3 H -2.126 -1.412 0.445  0.408
4 C -0.498 1.279 -0.237  -0.345
5 H 2.662 0.698 -0.676  0.201
6 C 1.932 0.102 -0.121  -0.619
7 H -0.021 -1.671 -0.949  0.233
8 H -2.570 1.036 0.505  0.210
9 H 2.255 -0.097 0.899  0.224
10 C -0.068 -0.996 -0.093  -0.294
11 C 0.527 0.292 -0.271  0.017
12 N -1.395 -0.729 0.337  -0.545
13 H 1.263 -1.323 0.196  0.252

Atoms 1-6, force components in eV/Å:
C -0.014 0.004 0.027
H -0.023 -0.160 0.006
H 0.097 0.113 -0.007
C 0.001 -0.018 0.054
H -0.121 -0.071 0.087
C 0.142 0.259 -0.050

***

[2]
Entry from OMol25: 5 unconnected molecules or ions with the total composition CH14NO4 (ωB97M-V with the def2-TZVPD basis set).

Results
Energy relative to the best compared isomer or geometry (same formula, charge and spin) ... 1.572 eV
Multiplicity ... 1
M ... 104.1 g/mol
Total charge ... +1
Orbital gap ... 0.431 hartree
Electronic energy ... -401.9561 Ha

Each line ends with the natural charge from an NBO analysis.
Cartesian coordinates (Å):
1 H -0.444 -0.007 0.492  0.473
2 H 0.195 3.154 -0.353  0.507
3 O 3.726 1.029 0.871  -0.961
4 H -3.801 -1.045 -1.645  0.470
5 H 3.201 1.754 1.267  0.472
6 H 1.006 -0.587 -1.668  0.224
7 H 1.620 -1.876 -0.597  0.260
8 O 0.995 2.621 -0.133  -0.985
9 O -4.108 -1.453 -0.846  -0.932
10 N 0.585 -0.002 0.374  -0.729
11 H -0.125 -1.512 -0.889  0.233
12 H 1.267 -0.087 1.155  0.459
13 H 1.793 3.200 -0.310  0.518
14 H -2.249 -1.480 1.855  0.489
15 O -2.091 -1.378 0.918  -1.010
16 H -4.908 -1.637 -1.208  0.479
17 H 0.685 0.946 -0.039  0.465
18 H -2.824 -1.715 0.396  0.517
19 H 4.626 1.147 1.069  0.491
20 C 0.852 -1.073 -0.707  -0.440

Atoms 1-6, force components in eV/Å:
H 0.461 -0.888 1.461
H 1.028 -0.303 0.224
O -2.912 0.068 -0.355
H 1.466 0.762 -0.466
H 0.953 -0.494 -0.150
H 0.608 0.400 0.243

***

[3]
Entry from OMol25: a single C6H6 molecule (ωB97M-V with the def2-TZVPD basis set).

Results
Energy relative to the best compared isomer or geometry (same formula, charge and spin) ... 4.598 eV
Multiplicity ... 1
M ... 78.1 g/mol
Orbital gap ... 0.328 hartree
SMILES string ... C=C=C=C=CC
Electronic energy ... -232.0574 Ha

Each line ends with the natural charge from an NBO analysis.
Cartesian coordinates (Å):
1 C -2.046 0.598 0.167  -0.627
2 H -2.244 -0.103 0.989  0.218
3 C 1.182 0.250 -1.014  -0.171
4 H -3.002 1.034 -0.137  0.218
5 C 2.099 -0.152 -0.215  0.129
6 C -0.082 0.169 -1.226  0.083
7 H 2.146 -1.176 1.523  0.227
8 H -1.394 1.382 0.559  0.221
9 C 2.767 -0.674 0.779  -0.491
10 C -1.325 -0.131 -0.934  -0.257
11 H 3.833 -0.655 0.940  0.228
12 H -1.758 -1.029 -1.370  0.222

Atoms 1-6, force components in eV/Å:
C -0.082 0.119 0.048
H -0.035 0.081 -0.178
C -0.147 -0.328 0.374
H 0.111 -0.052 -0.012
C 0.001 -0.055 0.023
C -0.037 -0.141 0.205

***

[4]
Entry from OMol25: 2 unconnected molecules or ions with the total composition C2ClN5 (ωB97M-V with the def2-TZVPD basis set).

Results
Energy relative to the best compared isomer or geometry (same formula, charge and spin) ... 0.480 eV
Multiplicity ... 1
M ... 129.5 g/mol
Orbital gap ... 0.390 hartree
Electronic energy ... -810.0485 Ha

Each line ends with the natural charge from an NBO analysis.
Cartesian coordinates (Å):
1 Cl 1.161 -1.553 -3.102  0.155
2 N 1.088 -0.512 2.057  0.001
3 N -0.089 0.942 0.723  -0.346
4 N 0.432 0.096 1.388  0.290
5 C 0.400 -0.306 -2.391  0.151
6 C -1.225 1.577 0.910  0.390
7 N -0.092 0.540 -1.821  -0.309
8 N -2.241 2.092 0.977  -0.332

Atoms 1-6, force components in eV/Å:
Cl 0.114 -0.236 -0.243
N 0.085 -1.022 -0.287
N 0.038 1.382 -1.893
N 0.641 0.038 2.437
C 0.970 -1.534 -0.793
C 0.473 -1.210 0.218

***

> Number 1 is which compound?

C5H7N

***

> Among the records above, which one has the highest orbital gap?

CH14NO4

***

> What is the energy relative to the best compared isomer or geometry (same formula, charge and spin) in the fourth record?

0.480 eV